The following is a quantum chemistry calculation of a single C20H22FN5OS molecule, from the OMol25 dataset.

Geometry as XYZ:
```
50
Properties=species:S:1:pos:R:3:forces:R:3:mulliken_charge:R:1
C 2.4176 -2.1653 -0.4718 0.6542 0.2706 0.5446 0.54
H -5.3443 -0.0896 -1.7433 -0.0729 0.0217 -0.0796 0.42
H 0.0726 1.9584 -1.7843 0.0063 0.0914 -0.0557 0.19
H -3.7647 -3.5529 0.1710 -0.0172 -0.1090 0.0032 0.43
H 0.8858 3.8307 0.2049 0.0934 -0.0139 -0.0056 0.43
H 0.9180 -2.5235 -1.8243 0.0601 0.1764 0.0123 0.32
C -3.8837 0.2730 -0.2172 0.2125 0.0778 0.1721 -0.14
H -3.9434 1.3394 -0.3605 0.0428 0.0934 0.0038 0.24
H 4.8418 -3.1977 2.2478 0.0501 -0.0502 0.0712 0.40
C 2.1902 1.7483 -2.0425 -0.0871 0.6803 -0.2958 -1.79
H -0.6317 0.5409 2.8760 0.0387 -0.0736 -0.0258 0.43
N 2.3886 -3.4159 -0.0275 -0.3907 -0.0288 -0.3720 -0.75
C -4.6253 -1.8980 -0.8686 0.0290 0.1350 0.0460 0.35
H 4.8785 -0.8256 1.4052 0.0476 0.0627 0.0252 0.50
H 2.1226 1.6697 -3.1307 0.0918 -0.0321 0.1668 0.57
H -1.4210 3.6127 0.5035 -0.0374 0.0260 -0.0391 0.49
H 1.9608 2.4546 0.4242 0.0201 0.0891 0.0079 0.64
S 0.3771 -0.3005 -3.2080 -0.2778 -0.0601 -0.3175 -0.32
H 3.1097 2.2677 -1.7670 -0.1234 -0.1246 -0.0712 0.45
C 0.9738 2.5096 -1.5137 0.1203 -0.1174 0.1909 -0.08
C -3.0158 -0.2765 0.7348 -0.3575 -0.2528 -0.2192 0.92
N -0.0307 2.1016 0.7935 -0.0981 0.0031 0.1641 -0.03
C 1.4601 -0.5658 -1.9982 -0.3196 -0.3702 -0.3515 -0.01
C -1.3851 2.5214 0.4838 -0.1275 -0.0144 0.2065 -0.27
H 3.1856 -4.7766 1.2503 0.0683 -0.0725 0.0953 0.42
C 3.2983 -1.1889 0.0163 -0.1104 -0.3848 0.0386 0.50
C 0.9962 2.7604 0.0128 0.0381 0.0562 -0.1244 -1.25
C 0.0644 0.6589 0.8393 -0.0546 -0.1797 0.2338 0.50
H -2.0139 2.3180 2.5263 -0.0478 0.0520 -0.0732 0.44
H 0.9392 3.4607 -2.0453 -0.0295 0.0161 -0.0728 0.39
C -2.9989 -1.6734 0.8581 0.0941 0.1225 -0.0134 -0.25
C -3.7878 -2.4797 0.0648 -0.1699 0.0232 -0.2568 -0.81
C 4.1660 -2.8666 1.4766 0.0637 0.1597 0.0067 -0.54
C -4.6842 -0.5265 -1.0105 -0.1139 -0.4330 -0.0770 -0.99
O 3.9865 1.0645 -0.1369 0.0726 -0.0604 0.1213 -0.66
H -3.3562 2.2681 1.3762 0.0077 0.0034 0.0351 0.55
N 2.2953 0.3990 -1.5023 0.0004 -0.1491 0.0743 0.26
C -2.3294 1.9473 1.5458 -0.0404 0.2084 -0.2631 -1.55
H 1.0901 0.3861 1.1019 -0.0033 -0.0265 0.0022 0.35
C 3.2548 0.1763 -0.5159 0.2207 -0.1052 0.1406 0.61
H -0.7979 -0.9681 1.9593 -0.0189 0.0409 0.0555 0.41
N 1.5439 -1.8163 -1.4580 -0.0194 0.0947 0.0026 0.10
H -2.3760 -2.1440 1.6022 0.0362 -0.0180 0.0764 0.35
H -0.1962 0.1863 -0.1269 0.0361 0.0207 0.0345 0.03
H -1.7122 2.1776 -0.5121 0.0102 0.0595 0.0049 0.28
C 3.2444 -3.7482 0.9211 0.1240 0.0828 0.0858 -0.39
C -0.8956 0.1140 1.9040 0.3817 -0.1284 -0.2458 -1.86
F -5.4031 -2.6860 -1.6485 0.0444 0.0392 0.0385 -0.34
C 4.1916 -1.5622 1.0167 -0.2076 -0.1303 -0.1495 -0.63
N -2.2563 0.5026 1.5974 0.0598 0.2281 0.4485 0.12
```
Positions in Å, forces in eV/Å.

As for the net charge: 0. The structure (SMILES) is O=c1c2cccnc2[nH]c(=S)n1CCCN1CCN(c2ccc(F)cc2)CC1. The calculation puts the total energy at -1622.44858 Ha. For the largest force on an atom, the calculation gives 0.9 eV Å⁻¹.

The following is a quantum chemistry calculation of 2 unconnected molecules or ions with the total composition C2H6N2OS at a distorted geometry, from the OMol25 dataset.

Geometry as XYZ:
```
12
Properties=species:S:1:pos:R:3:forces:R:3:mulliken_charge:R:1
H -2.2948 -0.1220 -2.1728 1.8385 0.8920 -0.2825 0.30
H 1.5611 -0.6310 2.1855 -0.0711 2.6395 -4.7636 0.38
H -0.8228 -1.1753 -2.2473 -0.1808 0.1377 0.7667 0.32
H -0.3386 1.5771 1.1147 4.5291 -0.6932 1.6376 0.36
H -2.3524 -1.0833 -1.0928 2.0583 -0.9379 0.6007 0.30
S -0.6966 0.6190 -0.4792 0.7176 -1.6236 -1.5135 -0.15
C 0.5626 -0.5844 0.1888 -2.6024 -3.3139 0.0705 0.51
O 0.3437 -1.8284 0.0084 2.0742 5.1811 0.8597 -0.54
N 0.8647 1.4732 1.4931 -0.1263 0.0535 -3.9639 -0.59
H 1.4292 2.0440 0.7319 -1.8281 -0.6215 2.1911 0.31
N 1.4987 0.1183 0.9845 -2.3357 -1.9610 5.2422 -0.33
C -1.4508 -0.5866 -1.5658 -4.0733 0.2474 -0.8451 -0.87
```
Positions in Å, forces in eV/Å.

As for the net charge: 0. The calculation puts the total energy at -662.56308 Ha. The energy relative to the best compared isomer or geometry (same formula, charge and spin) comes out at 127.9 kcal/mol. For the largest force on an atom, the calculation gives 6.1 eV Å⁻¹.

The following is a quantum chemistry calculation of a gas-phase ion, C4H6NO (charge +1) at a distorted geometry, from the OMol25 dataset.

Geometry as XYZ:
```
12
Properties=species:S:1:pos:R:3:forces:R:3:mulliken_charge:R:1
H -1.8967 0.7287 -0.2081 0.2139 0.9455 0.2555 0.38
O 0.2815 -0.3387 3.1465 -0.7692 -0.3870 0.9509 -0.21
H -1.5505 -0.2778 -1.3640 -0.6843 -0.8292 -4.3915 0.29
C 0.3027 0.0755 -0.2800 -2.0140 0.2314 -0.2853 0.73
H -1.6477 -0.8218 0.0540 0.0139 -0.4398 0.5610 0.35
C 0.6598 0.7114 1.0022 1.8211 0.8325 -3.3030 -0.99
N -1.3069 -0.0395 -0.4885 1.9317 0.3202 4.2124 -0.41
C 0.9196 -0.4080 -1.3480 -2.0720 0.4880 -0.9146 -0.79
H 1.9803 -0.3981 -1.4102 0.6400 -0.2574 -0.1827 0.32
H 0.2463 -0.6530 -2.2547 1.7511 0.1743 1.4483 0.19
C 0.3747 0.1360 2.1202 0.5958 -0.6563 1.6649 0.80
H 1.6368 1.2854 1.0308 -1.4280 -0.4221 -0.0158 0.34
```
Positions in Å, forces in eV/Å.

As for the net charge: +1. The structure (SMILES) is C=C([NH3+])C=C=O. The calculation puts the total energy at -285.66898 Ha. The energy relative to the best compared isomer or geometry (same formula, charge and spin) comes out at 33.4 kcal/mol. For the largest force on an atom, the calculation gives 4.6 eV Å⁻¹.

The following is a quantum chemistry calculation of a single C5H11N3 molecule at a distorted geometry, from the OMol25 dataset.

Geometry as XYZ:
```
19
Properties=species:S:1:pos:R:3:forces:R:3:mulliken_charge:R:1
C -1.0029 0.4136 -1.0000 -0.0930 0.3379 0.1201 -0.64
C -2.3787 0.0859 -0.4234 0.2228 -0.0497 0.0116 -1.17
N 0.8019 -1.7171 1.4846 -1.0094 -1.2893 2.2001 -0.65
C 0.0963 0.9472 1.3041 0.4017 -1.4628 1.5242 -1.33
N 1.5325 0.4397 -0.8491 -2.4322 1.1231 0.5657 -0.34
H 0.9923 1.2125 1.8521 0.1691 0.1997 -0.4131 0.33
H -1.0134 1.4308 -1.4034 0.0559 -0.0428 -0.1297 0.29
N 2.5999 -0.4105 -0.6725 0.3084 -0.8203 0.4174 -0.55
H 2.3560 -1.3300 -1.0287 0.1977 0.1876 0.0779 0.26
H -3.1340 0.1009 -1.2088 -0.0031 0.0757 0.0286 0.38
H -2.6669 0.7901 0.3529 -0.1006 0.0700 0.0469 0.29
C 0.1412 0.3282 -0.0092 1.4191 -2.5680 -2.5073 1.34
H -0.7793 -0.2765 -1.8175 0.1088 0.1473 0.0526 0.29
H 2.9245 -0.4878 0.2922 -0.1741 -0.1858 -0.0332 0.26
H -2.3825 -0.9134 0.0134 -0.0066 -0.0684 0.0566 0.33
H -0.7914 1.4880 1.5994 -0.2445 -0.3197 0.1571 0.21
H 1.8552 1.3753 -0.6067 -0.0793 -0.1351 -0.1185 0.33
C 0.1750 -0.8015 0.9600 0.5696 4.4876 -1.1595 0.09
H 0.6745 -2.6753 1.1607 0.6895 0.3130 -0.8975 0.27
```
Positions in Å, forces in eV/Å.

As for the net charge: 0. The structure (SMILES) is [H]/N=C1\C[C@@]1(CC)NN. The calculation puts the total energy at -361.20640 Ha. The energy relative to the best compared isomer or geometry (same formula, charge and spin) comes out at 114.8 kcal/mol. For the largest force on an atom, the calculation gives 4.7 eV Å⁻¹.

Across the entries above, molecular weight takes the values 399.49; 106.15; 84.10; 113.16 g mol⁻¹, respectively.
Across the entries above, Kohn-Sham gap takes the values 7.186; 9.665; 9.914; 8.250 eV, respectively.